[1]
DFT (the ωB97M-V functional and the def2-TZVPD basis) results for an isolated ion of composition O6S2 and charge -2.

Energy above the lowest of the compared OMol25 structures with the same formula, charge and spin (eV): 3.183
Kohn-Sham gap (eV): 6.68
Total charge: -2
Multiplicity: 1
Molar mass (g mol⁻¹): 160.13

Positions of all 8 atoms, in Å:
O  -0.728  -0.267  -2.649
O  2.459  0.008  0.709
O  -1.775  -1.658  -1.017
O  1.070  0.607  2.654
O  -1.177  0.502  -0.078
O  0.021  1.138  0.281
S  -0.675  -0.760  -1.272
S  1.051  -0.083  1.300

Here are the Löwdin charges for atoms 1 to 6, given in e: -0.55 -0.60 -0.55 -0.61 -0.48 -0.49

***

[2]
DFT (the ωB97M-V functional and the def2-TZVPD basis) results for O8PV2 as an isolated structure.

Kohn-Sham gap (eV): 2.23
Total charge: -1
Multiplicity: 1
Molar mass (g mol⁻¹): 260.85

Positions of all 11 atoms, in Å:
O  2.062  0.570  0.809
V  0.794  -0.137  0.288
O  0.327  0.464  -1.090
O  2.499  2.574  -1.563
V  2.972  1.362  -2.462
O  1.877  1.189  -3.510
P  -2.070  -1.192  1.529
O  -2.806  -0.720  0.268
O  -2.590  -0.223  2.568
O  -0.517  -1.270  1.457
O  -2.548  -2.618  1.705

Here are the Löwdin charges for atoms 1 to 6, given in e: -0.39 0.92 -0.36 -0.46 0.81 -0.45

***

[3]
DFT (the ωB97M-V functional and the def2-TZVPD basis) results for a 2-piece molecular cluster, S2 overall.

Energy above the lowest of the compared OMol25 structures with the same formula, charge and spin (eV): 6.794
Kohn-Sham gap (eV): 4.43
Total charge: 0
Multiplicity: 1
Molar mass (g mol⁻¹): 64.13

Positions of all 2 atoms, in Å:
S  0.396  1.601  0.306
S  -0.396  -1.601  -0.306

So, what does the Löwdin scheme give us? The charges, in e, come out as: 0.00 0.00

***

[4]
DFT (the ωB97M-V functional and the def2-TZVPD basis) results for the molecule S2.

Energy above the lowest of the compared OMol25 structures with the same formula, charge and spin (eV): 0.003
Kohn-Sham gap (eV): 5.76
Total charge: 0
Multiplicity: 1
Molar mass (g mol⁻¹): 64.13

Positions of all 2 atoms, in Å:
S  0.529  0.256  0.727
S  -0.529  -0.256  -0.727

So, what does the Löwdin scheme give us? The charges, in e, come out as: 0.00 0.00

***

[5]
DFT (the ωB97M-V functional and the def2-TZVPD basis) results for the molecule S2.

Energy above the lowest of the compared OMol25 structures with the same formula, charge and spin (eV): 0.029
Kohn-Sham gap (eV): 5.75
Total charge: 0
Multiplicity: 1
Molar mass (g mol⁻¹): 64.13

Positions of all 2 atoms, in Å:
S  0.261  -0.798  0.471
S  -0.261  0.798  -0.471

So, what does the Löwdin scheme give us? The charges, in e, come out as: 0.00 0.00

***

| no. | HOMO (Ha) |
| --- | --- |
| 1 | -0.0074 |
| 2 | -0.1269 |
| 3 | -0.3523 |
| 4 | -0.3024 |
| 5 | -0.3085 |